C6H10 as an isolated structure, computed with the ωB97M-V functional and the def2-TZVPD basis.

XYZ file:
```
16
Properties=species:S:1:pos:R:3:forces:R:3
C 1.50189 -0.11221 0.50979 0.3268 -0.1755 -0.0325
C 0.78545 0.14044 -0.77157 -0.0349 0.0325 0.0278
C -0.41128 -0.82050 -0.99281 -0.0048 -0.0536 0.0239
C -1.46154 -0.29918 -0.02925 -0.0482 0.0908 -0.1024
C -1.19052 1.01824 0.27563 0.1201 -0.1180 0.0801
C 0.14869 1.27178 -0.02110 -0.1678 0.2065 -0.0579
H 2.26768 0.61757 0.76169 -0.1522 -0.0698 -0.0540
H 1.80845 -1.12456 0.77180 -0.1100 0.1670 -0.0058
H 0.23809 -0.62102 1.45225 -0.0139 0.0096 -0.0524
H 1.36357 0.35106 -1.67684 -0.0943 -0.0296 0.1764
H -0.78027 -0.71934 -2.02112 0.0512 -0.0013 0.1510
H -0.15943 -1.87452 -0.83430 -0.0349 0.1577 -0.0039
H -0.56594 -0.87249 1.35860 -0.0182 -0.0334 -0.0049
H -2.40190 -0.81277 0.14591 0.1587 0.0909 -0.0036
H -1.81368 1.65574 0.89507 0.0991 -0.1125 -0.1081
H 0.67073 2.20176 0.17625 -0.0767 -0.1612 -0.0337
```
Positions in Å, forces in eV/Å.

* gap between HOMO and LUMO: 8.54 eV
* ΔE to the lowest compared entry with this formula, charge and spin: 437.3 kJ/mol
* lowest unoccupied orbital energy: 0.69 eV

C30H60O35S5 as an isolated structure in a non-equilibrium geometry, computed with the ωB97M-V functional and the def2-TZVPD basis.

XYZ file:
```
130
Properties=species:S:1:pos:R:3:forces:R:3
C 2.91325 -11.85066 -7.24147 0.2920 0.2491 -0.4580
C 3.42953 -13.14724 -6.64357 0.1428 0.2353 -0.3321
O 3.03881 -14.26978 -7.43362 0.2016 -0.4802 -0.3160
C 1.80952 -14.78182 -7.38742 0.0529 0.8017 -0.5041
O 0.95998 -14.48883 -6.59072 -0.1814 -0.0414 0.4289
O 1.57896 -15.59457 -8.40833 -0.3635 -0.4135 0.1592
C 2.57977 -15.78401 -9.41185 0.7800 0.2420 0.1360
H 3.14132 -11.00314 -6.59155 -0.1862 -0.1264 0.1695
H 1.85561 -11.86189 -7.50489 -0.0674 -0.0562 0.3336
H 3.45591 -11.63037 -8.16601 -0.0772 -0.1533 -0.0163
H 3.18230 -13.27290 -5.59115 -0.1857 -0.1558 -0.0475
H 4.50838 -13.17149 -6.79197 0.0589 0.0780 0.4345
H 2.20358 -16.49637 -10.13357 -0.2096 -0.1079 0.1207
H 3.49771 -16.14679 -8.95421 -0.0550 -0.1577 -0.0974
H 2.83191 -14.84658 -9.90634 -0.1204 0.0163 0.0082
C 6.17664 -10.91466 -9.77647 0.2598 -1.1569 0.5894
C 6.67999 -11.22452 -11.16848 -1.0528 0.8017 0.2688
O 8.05462 -10.83507 -11.25883 0.1507 -0.0859 0.2105
C 8.69438 -10.92068 -12.41914 -0.1381 -0.2288 -0.3813
O 9.86447 -10.68508 -12.53801 0.0739 0.0257 0.0968
O 7.86763 -11.29874 -13.40864 0.0070 -0.0750 0.3125
C 8.44669 -11.61644 -14.66716 0.1459 -0.4006 -0.2183
H 5.14556 -11.26959 -9.71982 -0.1026 0.3612 -0.1183
H 6.25837 -9.88134 -9.45372 -0.0513 0.1278 -0.2587
H 6.69743 -11.54797 -9.04622 0.1774 0.2220 -0.0364
H 6.06978 -10.64291 -11.86145 0.2554 -0.1005 -0.2663
H 6.50709 -12.27700 -11.38492 0.4416 -0.0538 -0.1654
H 7.90029 -11.06252 -15.42501 0.1403 0.0917 -0.0518
H 8.33028 -12.68580 -14.85670 -0.2293 0.0490 0.1283
H 9.51370 -11.41565 -14.67542 -0.0238 0.3626 -0.0159
C 5.04100 -17.82516 -11.79516 -1.3368 1.0095 -0.0535
C 4.90588 -19.20501 -11.18685 1.3131 0.1386 -1.4293
O 4.03130 -19.13163 -10.07953 -0.4355 0.2438 0.0686
C 3.58916 -20.28063 -9.58387 0.4632 -0.2773 0.2105
O 4.00400 -21.37074 -9.88091 -0.3230 -0.0107 -0.0553
O 2.64592 -20.01285 -8.67561 0.0727 0.3573 -0.2686
C 1.87756 -21.13298 -8.26712 -0.5076 -0.5911 -0.8732
H 4.97315 -16.99665 -11.08418 0.7076 -0.3374 0.3665
H 4.15167 -17.55173 -12.38182 0.1168 -0.4985 -0.2513
H 5.89349 -17.69649 -12.45499 0.1709 -0.1257 0.1659
H 5.89535 -19.60879 -10.95167 -0.1532 0.1096 0.6990
H 4.57749 -19.87492 -11.98861 -0.5840 -0.1601 0.4496
H 0.94058 -20.75162 -7.87493 0.2696 0.1114 0.5858
H 2.43856 -21.79934 -7.62127 -0.0822 0.1398 0.3550
H 1.58201 -21.71412 -9.14656 0.2330 -0.0393 0.0104
C 0.02793 -8.99431 -12.82947 1.4328 -0.2523 0.0702
C -0.30574 -7.53998 -12.63015 -0.2230 0.0748 0.9141
O 0.00290 -6.86070 -13.84907 -0.4407 0.0059 -0.2202
C -0.10617 -5.53208 -13.84921 0.1557 -0.1888 -0.1448
O -0.15321 -4.82779 -12.88339 0.0125 0.1902 0.0822
O -0.16444 -5.13810 -15.13373 0.2323 -0.2538 -0.0812
C 0.60584 -4.00981 -15.51607 -0.2170 1.1879 0.4127
H -0.01408 -9.29887 -13.87335 -0.6663 0.0080 0.0059
H -0.49641 -9.66739 -12.16235 -0.3342 0.0975 -0.2060
H 1.09178 -9.13175 -12.58730 -0.0506 0.0083 0.0456
H 0.26377 -7.11275 -11.80148 0.1862 0.0129 -0.1810
H -1.34567 -7.38425 -12.32894 -0.1073 0.0294 -0.4943
H 1.48303 -4.33454 -16.06538 -0.0209 -0.0543 -0.0815
H 0.89469 -3.38012 -14.66967 0.1345 -0.4838 0.2455
H -0.00849 -3.32205 -16.09806 -0.0652 -0.4238 -0.3930
C 3.29833 -4.58843 -18.24583 0.1817 0.3455 -0.1342
C 4.38901 -5.60735 -17.95606 -0.6707 -0.0621 -1.5588
O 3.94646 -6.57380 -17.01525 0.8029 -0.0388 0.8151
C 3.01249 -7.45469 -17.35718 -0.2760 0.2317 -0.0760
O 2.41276 -7.49562 -18.39885 0.0592 -0.0597 -0.1646
O 2.82059 -8.25803 -16.31478 -0.0954 0.2138 0.1840
C 1.59476 -9.00086 -16.32215 0.3863 -0.2167 0.3274
H 3.26448 -3.88692 -17.41256 -0.2009 0.1914 -0.1602
H 2.31386 -5.01533 -18.42023 0.0792 -0.3354 0.2702
H 3.50992 -4.06374 -19.18107 0.2695 0.2104 0.2247
H 5.28608 -5.11067 -17.59846 -0.0837 -0.2137 0.5997
H 4.69488 -6.09800 -18.88559 -0.1975 -0.2151 0.0871
H 1.62292 -9.74289 -17.11611 -0.2544 0.0840 -0.0995
H 0.72946 -8.34223 -16.36279 0.0500 0.0474 -0.3021
H 1.58918 -9.49014 -15.35197 0.0206 -0.1335 -0.0671
C 1.11530 -8.24626 -7.37802 0.0102 -0.4357 0.6769
C 2.49752 -8.12350 -6.68110 0.3762 0.8391 -1.2228
O 3.48267 -8.40475 -7.72013 0.1829 -0.9343 -0.0208
S 2.79006 -8.37374 -9.15168 -0.7633 1.1577 1.1075
O 3.29619 -9.33683 -10.03795 0.5061 -0.6953 -0.3466
O 2.69664 -7.00308 -9.51106 -0.0427 0.1067 -0.4091
O 1.38172 -8.88016 -8.62394 -0.0430 -0.0696 -0.4611
H 0.63195 -7.28118 -7.50928 0.0747 0.0231 -0.1826
H 0.45695 -8.92357 -6.84136 -0.0734 0.0689 -0.0043
H 2.67118 -8.82043 -5.87119 -0.0188 0.0297 0.0752
H 2.70998 -7.08318 -6.44477 -0.2495 -0.1140 0.6729
C -2.36187 -12.46470 -8.28439 -0.6827 -0.3441 0.9736
C -0.94028 -12.25648 -7.77719 0.6598 0.1482 -0.3108
O -0.71590 -10.85503 -8.09984 0.8534 -0.1091 -0.4336
S -1.18715 -10.72456 -9.62008 -1.1065 0.6512 2.1356
O -0.37769 -11.50304 -10.46876 0.5612 -0.4962 -0.7314
O -1.43429 -9.35846 -9.88128 -0.1504 0.1567 -0.2713
O -2.56035 -11.46179 -9.29392 -0.1541 -0.0873 -0.9433
H -3.07453 -12.27781 -7.47714 -0.0356 0.3445 -0.1798
H -2.61400 -13.45245 -8.66286 0.4925 -0.0185 -0.2966
H -0.21843 -12.85940 -8.32892 -0.0685 -0.0332 0.0675
H -0.73085 -12.34527 -6.71820 -0.4249 -0.2296 0.0763
C 8.70019 -15.02177 -8.30085 0.2922 -0.2390 -0.2997
C 8.62160 -16.42012 -8.89390 0.0477 -0.4163 0.0784
O 7.32277 -16.51414 -9.49538 -0.2213 0.2944 -0.0192
S 6.82038 -15.07732 -9.99199 0.2443 0.0659 -0.0526
O 5.53640 -14.79771 -9.48079 -0.6771 -0.1531 0.7107
O 6.99998 -14.92015 -11.38473 0.7718 -0.0613 -0.2239
O 7.89703 -14.23083 -9.17895 0.0784 0.2448 -0.1370
H 9.72312 -14.65897 -8.36407 -0.0557 0.1906 0.1157
H 8.33715 -14.96270 -7.27626 -0.1860 0.0528 -0.0616
H 8.68052 -17.20788 -8.14694 -0.0068 0.0387 0.0256
H 9.38783 -16.58866 -9.65123 -0.0657 0.0866 -0.0755
C 2.26410 -12.42933 -11.46636 -0.1784 -0.7478 0.4477
C 1.64434 -12.68036 -12.84038 -0.3945 0.5032 -0.3477
O 2.59118 -13.45819 -13.57199 0.2182 -0.5077 -0.5618
S 4.06307 -13.45912 -12.95159 -1.3687 1.0798 0.9898
O 4.84354 -12.42363 -13.52321 0.1181 -0.0266 -0.3489
O 4.53400 -14.78214 -12.86549 0.2143 -0.7146 -0.3341
O 3.57689 -13.01661 -11.50018 0.6581 0.2227 -0.1303
H 1.76138 -13.03522 -10.71708 -0.3088 0.3779 0.0854
H 2.28815 -11.38386 -11.17505 0.2322 0.0214 -0.0615
H 1.41045 -11.76716 -13.39293 0.3810 0.0897 0.0783
H 0.70310 -13.22688 -12.79650 0.1948 -0.2722 0.1966
C -0.54080 -16.82620 -12.84190 0.1571 1.1517 0.0850
C -0.42600 -17.70270 -11.59546 -0.0666 -0.3130 -1.0892
O -0.24475 -16.80065 -10.53231 0.1359 0.3444 0.6811
S -1.03127 -15.42771 -10.76761 0.2350 -1.0685 -0.4081
O -0.20267 -14.36922 -10.33718 0.2139 0.3565 -0.0903
O -2.35523 -15.52536 -10.27073 -0.2813 -0.0090 -0.0041
O -1.03122 -15.54670 -12.35230 -0.5269 0.2918 0.1735
H -1.23315 -17.17771 -13.60023 -0.0263 -0.1200 0.0755
H 0.41099 -16.53546 -13.28732 0.1259 -0.6054 -0.0406
H 0.45666 -18.32934 -11.70664 -0.0250 -0.0819 0.4082
H -1.31911 -18.31193 -11.45630 0.0062 0.0165 0.1501
```
Positions in Å, forces in eV/Å.

* gap between HOMO and LUMO: 10.38 eV
* ΔE to the lowest compared entry with this formula, charge and spin: 0.0 kJ/mol
* lowest unoccupied orbital energy: 0.16 eV

A 2-piece molecular cluster, C6H15ClN2SSi overall in a non-equilibrium geometry, computed with the ωB97M-V functional and the def2-TZVPD basis.

XYZ file:
```
26
Properties=species:S:1:pos:R:3:forces:R:3
C 0.93384 2.08229 0.83282 -1.5258 -0.5555 -0.7804
C 1.67925 1.43319 3.20634 2.6707 -0.9966 0.6848
C -0.23625 0.33171 2.12597 -2.8248 1.8460 3.4620
C -1.52564 -3.08833 -2.18164 -0.5627 0.4414 -0.7831
C -1.86250 -0.10362 -2.99380 -0.8673 1.8439 -0.4216
C 1.05913 0.99316 1.93238 0.2803 1.2760 -0.8086
N 2.01231 -0.01336 1.34096 0.2028 -0.1754 -0.3181
N 2.34243 -0.71544 0.53522 -0.0399 -0.2872 0.0316
Si -0.63149 -1.47970 -2.78034 -0.0961 0.2278 2.7435
S 0.60455 -0.67281 -1.12208 -0.8536 -0.4320 -1.1308
Cl 0.48551 -1.61719 -4.46799 0.2711 -0.3808 -0.6917
H 1.90580 2.26824 0.43049 0.7180 0.2145 -0.4161
H 0.29629 1.55513 -0.03361 1.1812 1.7371 1.7986
H 0.58176 3.08903 1.25642 0.0260 -1.7368 -0.5372
H 2.51213 0.67837 3.56568 -2.1113 1.4406 -0.2179
H 2.16786 2.36726 3.09371 0.9093 0.8777 -0.3980
H 0.91243 1.68413 3.88700 -0.7658 -0.4353 1.2101
H -1.10532 1.16143 2.26965 2.2147 -1.6151 -0.4544
H -0.43356 -0.14195 1.23967 -1.1126 -1.8578 -1.8835
H -0.31179 -0.25206 3.09023 0.2733 0.1227 -1.3595
H -2.65256 -2.98168 -2.04407 1.4894 0.0006 -0.3667
H -1.29397 -4.01345 -2.72708 -0.1820 0.3566 -0.1030
H -1.08080 -3.20529 -1.21676 0.1199 -0.1873 0.8509
H -2.89551 -0.47471 -3.23081 0.7809 0.2474 0.4733
H -1.88424 0.63386 -2.08136 -0.0063 -1.5417 -1.7896
H -1.57964 0.48179 -3.92701 -0.1893 -0.4307 1.2058
```
Positions in Å, forces in eV/Å.

* gap between HOMO and LUMO (alpha / beta): 7.03 / 7.02 eV
* ΔE to the lowest compared entry with this formula, charge and spin: 20.1 kJ/mol
* lowest unoccupied orbital energy (alpha / beta): -0.53 / -0.54 eV

no.,electronic energy (hartree)
1,-234.4360
2,-5803.3556
3,-1494.9528